Formula: CH5N2O2
Source: the Open Molecules 2025 dataset
Level of theory: the ωB97M-V functional and the def2-TZVPD basis

Summary:
- Charge: -1
- DFT total energy: -8187.0137 eV
- Gap between HOMO and LUMO (alpha / beta): 7.051 / 7.314 eV
- LUMO (alpha / beta): 4.73 / 4.69 eV
- Energy relative to the best compared isomer or geometry (same formula, charge and spin): 198.5 kcal/mol
- Spin multiplicity: 1

Last columns: bonded neighbours and bond lengths (Å).
Element x y z (Å)
1 C -0.05 -0.33 -1.00  N3 1.387, H6 1.048, H7 1.030, H8 1.077
2 N -0.83 -0.89 1.51  O5 1.414, H10 0.978
3 N 0.79 0.10 0.01  C1 1.387, O5 1.329
4 O 0.20 2.05 -0.30  H9 0.946
5 O 0.46 -0.40 1.20  N2 1.414, N3 1.329
6 H -1.07 -0.08 -0.90  C1 1.048
7 H 0.41 0.01 -1.85  C1 1.030
8 H -0.21 -1.38 -1.17  C1 1.077
9 H 1.00 2.26 0.16  O4 0.946
10 H -0.70 -1.34 2.37  N2 0.978